[1]
One molecule with the formula C6H11NO2 in a non-equilibrium geometry, computed with wB97M-V/def2-TZVPD.

Properties
Charge: 0
Relative energy (zero: lowest compared OMol25 entry of this formula, charge and spin), eV: 5.050
Kohn-Sham gap, Ha: 0.3409
Calculated total energy, hartree: -440.30167
HOMO, eV: -9.00

Each line ends with the Löwdin charge.
Atoms and positions in Å:
O: 2.2954 -0.2120 0.2526  -0.027
H: 0.6368 1.3405 -0.5905  0.117
H: 0.4713 -0.2626 1.5881  0.126
H: 0.1463 -1.7076 -1.8717  0.080
C: 1.6989 -1.1803 -0.6912  -0.572
H: 3.0756 -0.9454 0.2014  0.173
H: -1.9926 -0.5861 -2.1771  0.153
H: -2.6980 -1.4381 -0.6479  0.074
C: -2.0508 -0.6351 -0.9524  -0.083
H: 1.6045 1.8437 0.8516  0.060
H: 0.1440 1.8197 2.2134  0.175
C: 0.3296 -1.2018 -1.0228  0.021
H: -1.2745 1.9803 0.8193  0.114
H: -2.6842 0.2384 -0.6243  0.094
C: -0.4684 0.0931 1.1164  -0.179
O: 2.3077 -1.8766 -1.3212  0.189
C: -0.3431 1.4891 1.1478  -0.359
C: -0.7595 -0.5899 -0.3203  -0.164
H: -1.1652 -0.1602 1.7030  0.041
N: 0.7263 1.9910 0.3257  -0.034


[2]
One molecule with the formula C6H11NO2 in a non-equilibrium geometry, computed with wB97M-V/def2-TZVPD.

Properties
Charge: 0
Relative energy (zero: lowest compared OMol25 entry of this formula, charge and spin), eV: 8.168
Kohn-Sham gap, Ha: 0.3308
Calculated total energy, hartree: -440.18706
HOMO, eV: -8.22

Each line ends with the Löwdin charge.
Atoms and positions in Å:
C: -0.6329 1.6923 1.4926  -0.098
H: 0.3467 -0.0594 -3.0668  0.139
H: 0.1848 2.2715 1.0752  0.057
C: 0.6292 -0.2190 -1.0490  -0.491
C: -0.0662 -0.8208 -2.3103  0.059
H: 1.9005 1.0689 -1.3308  0.224
H: -1.2121 -0.3820 1.4087  0.114
O: 0.7911 1.0573 -1.4984  -0.045
C: 0.8180 -0.3711 0.4610  -0.212
N: 0.9255 -1.7663 0.9384  0.015
H: -0.1823 -1.8815 -2.6190  0.107
H: -0.6025 1.6801 2.8035  0.163
H: -0.0976 -2.2097 1.1524  0.132
H: -1.1440 -1.4745 -0.6380  0.136
O: -1.4150 0.5254 -0.3939  -0.034
H: 1.8259 0.2041 0.5665  0.157
C: -0.8505 -0.5184 -1.0442  -0.328
H: 1.0845 -1.6911 1.9406  0.055
C: -0.7193 0.4175 0.9099  -0.302
H: -1.5839 2.4769 1.2016  0.154


[3]
A 2-piece molecular cluster, C6H11NO3 overall in a non-equilibrium geometry, computed with wB97M-V/def2-TZVPD.

Properties
Charge: 0
Relative energy (zero: lowest compared OMol25 entry of this formula, charge and spin), eV: 5.062
Kohn-Sham gap, Ha: 0.3593
Calculated total energy, hartree: -515.56421
HOMO, eV: -10.14

Each line ends with the Löwdin charge.
Atoms and positions in Å:
C: 3.1121 -1.3642 -0.6447  -0.116
H: -3.4133 2.4715 -0.4788  0.119
C: -3.4287 1.4608 -0.9370  -0.207
H: -1.8856 2.1869 0.9063  0.069
O: -3.9936 1.3349 -2.0183  0.060
C: 2.0100 -1.0252 0.3457  -0.111
H: 4.1149 -1.6678 -0.2786  0.116
H: 2.3174 -1.0850 1.3867  0.106
O: 3.5170 0.9003 0.1804  -0.021
N: -2.8874 -0.7994 -0.1647  0.091
C: 2.6381 0.0470 -0.4872  -0.406
H: 2.0294 0.4952 -1.3227  0.153
H: 0.9852 -1.3399 0.1330  0.090
H: -0.8510 0.7310 0.8975  0.084
H: 2.7326 -1.8566 -1.5533  0.100
H: -2.2846 0.8504 1.9759  0.104
C: -2.7298 0.4888 -0.0812  -0.310
H: -2.3677 -2.3602 0.6677  0.100
C: -1.8779 1.1079 0.9761  -0.043
O: -2.0728 -1.4474 0.8105  -0.065
H: 4.3356 0.8710 -0.3132  0.088


[4]
A 2-piece molecular cluster, C6H11NO3 overall, computed with wB97M-V/def2-TZVPD.

Properties
Charge: 0
Relative energy (zero: lowest compared OMol25 entry of this formula, charge and spin), eV: 1.603
Kohn-Sham gap, Ha: 0.3663
Calculated total energy, hartree: -515.69131
HOMO, eV: -9.12

Each line ends with the Löwdin charge.
Atoms and positions in Å:
H: -3.9841 -1.4295 -0.2877  0.086
O: 0.7091 -1.3600 0.0240  0.136
H: -1.8944 2.1205 -0.3180  0.062
C: 3.4787 0.9147 0.2497  -0.023
H: -3.3334 1.8844 0.7938  0.056
C: -2.6018 1.4500 0.1403  0.056
H: 3.1722 1.6615 -0.4804  0.083
C: 2.8662 -0.4031 -0.1131  -0.342
H: -1.0457 0.2479 -1.2728  0.087
O: 0.9029 0.5873 -1.0446  0.088
H: -0.2455 -1.2839 -0.2411  0.109
H: 4.4244 -1.5316 -0.0311  0.067
H: 4.5638 0.8476 0.2845  0.080
O: -1.6509 -0.4349 -0.9232  -0.012
N: 3.4238 -1.5233 -0.2239  0.180
C: -2.5728 0.1470 -0.0908  -0.454
C: 1.3923 -0.3375 -0.4315  -0.488
H: -2.9465 -1.5596 1.1273  0.085
H: -4.2612 -0.3699 1.1089  0.080
H: 3.1069 1.2320 1.2236  0.092
C: -3.5042 -0.8597 0.5061  -0.029


[5]
One molecule with the formula C6H11NO3 in a non-equilibrium geometry, computed with wB97M-V/def2-TZVPD.

Properties
Charge: 0
Relative energy (zero: lowest compared OMol25 entry of this formula, charge and spin), eV: 2.163
Kohn-Sham gap, Ha: 0.3512
Calculated total energy, hartree: -515.67073
HOMO, eV: -9.24

Each line ends with the Löwdin charge.
Atoms and positions in Å:
H: -1.4935 -0.4652 -0.8282  0.103
C: -1.4848 1.9621 0.2895  -0.388
O: -0.7641 -0.5968 1.4473  -0.086
C: 0.2597 0.3154 1.0187  -0.279
O: -2.4574 1.4465 1.1218  0.094
H: 0.4776 1.0374 1.7868  0.148
C: 1.0148 -1.5331 -0.6821  -0.213
H: 2.0705 -1.1796 1.2379  0.118
H: -2.1319 0.5271 1.2078  0.070
H: 0.2247 1.8413 -0.6148  0.149
C: -0.3576 1.0433 -0.1809  -0.233
C: 1.4720 -0.5991 0.4649  -0.134
C: 0.3998 -0.7151 -1.7916  -0.198
H: 1.8833 -2.1677 -0.9835  0.119
N: -0.7543 0.0839 -1.2445  -0.005
O: -1.3993 3.2205 0.1797  0.054
H: 0.1838 -2.1179 -0.1826  0.122
H: 1.1159 0.0135 -2.2410  0.128
H: -0.4503 -0.8575 2.3846  0.168
H: 2.2749 0.1714 0.1480  0.132
H: -0.0838 -1.4306 -2.5377  0.132


[6]
One molecule with the formula C6H11NO4Se in a non-equilibrium geometry, computed with wB97M-V/def2-TZVPD.

Properties
Charge: 0
Kohn-Sham gap, Ha: 0.3328
Calculated total energy, hartree: -2992.20386
HOMO, eV: -8.97

Each line ends with the Löwdin charge.
Atoms and positions in Å:
H: 0.5263 1.3184 0.1823  0.122
H: -1.1003 -2.1462 -0.5587  0.100
H: 1.1116 -1.7310 0.2054  0.132
O: -1.8951 -1.4978 -2.3708  -0.019
H: 1.2755 0.4684 1.6645  0.114
C: 1.2625 -0.7177 -0.1354  -0.332
N: 0.4774 0.5999 -2.0478  0.023
Se: -2.1734 0.1229 -0.2173  0.996
O: -0.4463 2.4163 2.4713  -0.045
O: 2.6503 -0.4096 -0.1205  -0.053
O: 0.2839 0.5982 -3.3903  0.004
C: 0.7491 -0.5487 -1.5633  -0.194
H: -0.8452 -0.8433 1.8370  0.083
C: -1.0873 1.1287 2.5456  -0.245
H: -0.5760 2.6710 1.5641  0.071
H: 3.1555 -0.4737 -0.9975  0.139
H: 0.7282 -1.4473 -2.1817  0.134
H: -0.5399 0.5975 3.3178  0.113
C: -0.6812 0.1121 1.3809  -0.414
C: -1.5667 -1.3663 -1.2500  -0.714
C: 0.6679 0.4026 0.8082  -0.172
H: 0.1878 -0.2159 -3.7939  0.051
H: -2.1646 0.9615 2.6501  0.106


[7]
One molecule with the formula C6H11NO5 in a non-equilibrium geometry, computed with wB97M-V/def2-TZVPD.

Properties
Charge: 0
Relative energy (zero: lowest compared OMol25 entry of this formula, charge and spin), eV: 5.804
Kohn-Sham gap, Ha: 0.4025
Calculated total energy, hartree: -665.85415
HOMO, eV: -10.97

Each line ends with the Löwdin charge.
Atoms and positions in Å:
H: -0.6082 -1.4951 0.0972  0.160
H: 2.5235 0.9042 1.0352  0.110
C: 1.7115 -0.1756 -0.6561  -0.181
C: -0.0241 -0.2683 1.7820  -0.128
H: 1.4263 -1.8694 1.7228  0.112
C: 0.2592 0.3261 -0.6612  -0.139
H: -0.0724 0.7895 2.0549  0.124
H: 0.2230 1.3916 -0.4163  0.132
O: -1.9379 -0.0335 0.3000  0.002
H: -0.6783 -0.7884 2.4928  0.121
H: 2.3178 0.4363 -1.3372  0.111
O: -2.4142 -0.4438 -1.0078  0.017
C: 1.4236 -0.7820 1.8417  -0.185
H: 1.7578 -1.1901 -1.0668  0.114
C: 2.3216 -0.1371 0.7622  -0.196
H: 1.8433 -0.5964 2.8391  0.111
O: -3.0811 2.2123 -3.0157  0.116
H: 3.2991 -0.6382 0.7520  0.107
C: -0.5943 -0.4272 0.3678  -0.355
N: -3.1789 1.2091 -2.3204  -0.393
H: -0.2015 0.2379 -1.6538  0.101
O: -2.0482 0.5635 -1.9603  0.026
O: -4.2678 0.7747 -1.9521  0.111


[8]
One molecule with the formula C6H11NOS in a non-equilibrium geometry, computed with wB97M-V/def2-TZVPD.

Properties
Charge: 0
Relative energy (zero: lowest compared OMol25 entry of this formula, charge and spin), eV: 4.574
Kohn-Sham gap, Ha: 0.3314
Calculated total energy, hartree: -763.23841
HOMO, eV: -8.24

Each line ends with the Löwdin charge.
Atoms and positions in Å:
C: -1.3132 -0.3964 -1.0722  -0.256
H: -0.4905 2.1632 -0.3733  0.087
H: 3.5986 -0.1787 1.2087  0.062
C: -0.5199 -0.2742 0.2262  -0.562
C: -2.8081 -0.1699 -0.8362  -0.139
S: -1.5396 -0.7687 1.6797  0.808
O: 1.2967 1.5183 0.4503  -0.118
C: 3.2626 0.2241 0.3108  0.026
H: -3.1042 0.8783 -0.7029  0.082
H: -0.7469 0.2737 -1.7343  0.117
H: -1.2480 -1.3862 -1.4779  0.105
H: -3.4282 -0.6443 -1.5317  0.045
C: 0.8727 -0.7481 0.2859  -0.111
H: 1.0124 -1.8435 0.5044  0.144
H: 3.5522 -0.4096 -0.4831  0.072
H: -3.1272 -0.6702 0.1476  0.019
C: 1.7238 0.2554 0.3631  -0.352
H: -0.4495 -0.7331 2.3626  -0.154
N: -0.1027 1.6868 0.4862  0.057
H: 3.5591 1.2231 0.1860  0.068


[9]
One molecule with the formula C6H11NS in a non-equilibrium geometry, computed with wB97M-V/def2-TZVPD.

Properties
Charge: 0
Relative energy (zero: lowest compared OMol25 entry of this formula, charge and spin), eV: 0.793
Kohn-Sham gap, Ha: 0.3384
Calculated total energy, hartree: -688.12008
HOMO, eV: -8.34

Each line ends with the Löwdin charge.
Atoms and positions in Å:
C: -0.4780 1.1890 -0.9897  -0.132
C: 0.5001 2.3062 -1.1635  -0.092
H: 1.4375 2.1293 -0.6233  0.061
H: -1.4028 1.3159 -1.5473  0.113
H: -2.3186 -0.7571 -0.0996  0.114
H: -1.3805 -1.4645 -1.3693  0.131
S: 2.1919 -1.0327 -0.0350  0.751
H: 2.5266 0.0446 -0.7700  -0.157
C: -1.2924 -1.0880 -0.3091  -0.199
H: -0.5602 -0.8159 2.4815  0.110
C: 0.7084 -0.2511 0.7634  -0.578
H: 0.9979 0.6266 1.3434  0.104
N: -0.7585 -1.9928 0.6657  -0.081
H: 0.0942 3.2844 -0.8946  0.076
C: 0.0235 -1.2762 1.6682  -0.254
H: 0.7133 -2.0025 2.2507  0.133
H: -1.4434 -2.5939 1.1003  0.110
C: -0.3469 0.1008 -0.2635  -0.285
H: 0.7879 2.2778 -2.2083  0.074


[10]
One molecule with the formula C6H11NS in a non-equilibrium geometry, computed with wB97M-V/def2-TZVPD.

Properties
Charge: 0
Relative energy (zero: lowest compared OMol25 entry of this formula, charge and spin), eV: 0.200
Kohn-Sham gap, Ha: 0.3074
Calculated total energy, hartree: -688.14187
HOMO, eV: -7.77

Each line ends with the Löwdin charge.
Atoms and positions in Å:
H: 0.0040 2.8150 -0.6434  0.119
H: -0.5272 2.3798 0.9926  0.122
N: -1.3539 1.2177 -0.5351  0.040
H: 1.4239 1.0340 1.0556  0.117
H: 1.5885 1.0729 -0.7006  0.114
H: -0.5547 -0.4519 2.0326  0.091
C: -0.2477 1.9777 0.0118  -0.145
C: 0.1919 -0.4420 -0.0052  -0.562
H: -2.2389 1.6332 -0.7792  0.146
C: 0.8814 0.9414 0.1174  -0.100
H: 0.2984 -2.2539 -1.1499  0.069
C: 0.9260 -1.3902 -0.9495  -0.045
C: -1.1517 -0.0751 -0.5273  -0.559
C: -0.0104 -1.1107 1.3597  -0.045
S: -2.5927 -1.3428 -0.9189  0.306
H: 1.1458 -0.8994 -1.8954  0.087
H: 0.9499 -1.3606 1.8049  0.087
H: 1.8585 -1.7252 -0.4989  0.089
H: -0.5913 -2.0198 1.2289  0.070